[1]
{
  "formula": "C24H19ClIN4O4TcTe",
  "method": "wB97M-V/def2-TZVPD",
  "spin_multiplicity": 2,
  "s_squared": 0.765,
  "lumo_ha": [0.0744, 0.0738],
  "charge": -1,
  "e_homo_ev": [-4.76, -4.95],
  "symbols": ["Tc", "Cl", "C", "C", "C", "C", "O", "C", "C", "O", "C", "H", "H", "H", "H", "I", "C", "C", "C", "C", "C", "C", "C", "O", "O", "H", "H", "H", "H", "N", "C", "C", "C", "C", "C", "C", "H", "H", "H", "H", "H", "C", "Te", "C", "H", "H", "H", "H", "H", "H", "N", "C", "N", "C", "N"],
  "positions_angstrom": [[0.3203, 0.1948, 0.7599], [4.6571, -0.6094, 6.7963], [3.4406, -0.3446, 5.5737], [2.1014, -0.1324, 5.9804], [1.1223, 0.0824, 5.0634], [1.3953, 0.1035, 3.6479], [0.4325, 0.3403, 2.8528], [2.7547, -0.1169, 3.2662], [3.1916, -0.1182, 1.9113], [2.5040, 0.0154, 0.8897], [3.7527, -0.3363, 4.2535], [1.8680, -0.1473, 7.0377], [0.0950, 0.2395, 5.3625], [4.2736, -0.2530, 1.7592], [4.7750, -0.4980, 3.9336], [0.4695, -1.3687, -8.1576], [0.6038, -0.7059, -6.1850], [1.7186, 0.0125, -5.7798], [1.7937, 0.4652, -4.4724], [0.7795, 0.1795, -3.5669], [-0.3236, -0.5513, -3.9850], [-0.4236, -0.9881, -5.2975], [0.8644, 0.6951, -2.1530], [1.2210, 1.8604, -1.9702], [0.5432, -0.1770, -1.2704], [2.5177, 0.2216, -6.4777], [2.6441, 1.0487, -4.1466], [-1.1054, -0.7881, -3.2748], [-1.2893, -1.5504, -5.6195], [-1.3941, 0.4432, 0.6201], [-2.4136, -0.1451, -0.1471], [-3.5894, 0.5838, -0.3407], [-4.6253, 0.0511, -1.0905], [-4.5066, -1.2253, -1.6254], [-3.3498, -1.9648, -1.4154], [-2.2982, -1.4264, -0.6885], [-3.6668, 1.5653, 0.1092], [-5.5309, 0.6246, -1.2457], [-5.3231, -1.6497, -2.1974], [-3.2633, -2.9656, -1.8178], [-1.3871, -1.9825, -0.5346], [-0.1516, 3.4245, 2.4476], [0.8091, 2.8891, 0.6269], [-0.7957, 3.5926, -0.5526], [-0.3451, 4.4951, 2.4653], [0.5047, 3.1543, 3.2709], [-1.0740, 2.8539, 2.5268], [-1.1219, 4.5469, -0.1443], [-1.5969, 2.8598, -0.5137], [-0.4347, 3.7086, -1.5684], [0.3407, -1.8859, 1.0284], [0.3003, -3.0491, 1.0885], [0.3806, -4.3207, 1.2112], [-0.6567, -5.0947, 0.9728], [-1.5083, -5.8563, 0.7824]]
}

[2]
{
  "formula": "C4H4O3S2",
  "method": "wB97M-V/def2-TZVPD",
  "lumo_ha": -0.0041,
  "charge": 0,
  "e_homo_ev": -9.49,
  "symbols": ["C", "C", "C", "C", "O", "O", "O", "S", "S", "H", "H", "H", "H"],
  "positions_angstrom": [[-0.4639, -0.0457, 0.8783], [-1.4348, -0.4739, -0.1886], [2.6428, -0.1295, -0.7567], [0.8279, 0.1667, 0.6212], [3.4886, 0.3466, -0.0392], [-3.0748, 1.6224, 0.5238], [1.3250, -0.1447, -0.6633], [-3.0993, -1.3984, -0.0962], [-2.8980, 0.6594, -0.5466], [-0.9084, 0.0718, 1.8502], [-0.8006, -0.6124, -1.1614], [2.9553, -0.8323, -1.6989], [1.4401, 0.7700, 1.2774]]
}

no.,total energy (eV)
1,-69464.4945
2,-32023.1083